No. 1
Here is a 2-piece molecular cluster, C5H13NO overall in a non-equilibrium geometry from OMol25. Energies are from ωB97M-V/def2-TZVPD.

Last column: Löwdin charge in e.
Cartesian coordinates (Å):
C -2.760 0.236 0.316  -0.090
C -1.432 1.117 0.231  -0.242
C -0.103 0.493 0.478  -0.338
C 0.691 0.012 -0.517  -0.148
N 1.849 -0.851 -0.358  -0.034
C 0.233 0.310 1.969  -0.079
H -3.500 0.598 -0.516  0.097
H -3.232 0.385 1.335  0.073
H -2.539 -0.801 0.209  0.040
H -1.557 1.902 1.040  0.111
H -1.317 1.558 -0.770  0.100
H 0.494 0.025 -1.673  0.138
H 2.288 -0.693 0.585  0.079
H 1.621 -1.859 -0.307  0.096
H 0.233 1.340 2.482  0.099
H -0.301 -0.608 2.399  0.105
H 1.314 0.120 2.236  0.059
H 2.918 -0.749 -3.732  0.072
H 2.731 -1.142 -2.252  0.012
O 2.367 -1.392 -3.156  -0.151

E_LUMO ... 0.8 eV
E_tot ... -328.234849 a.u.
Frontier orbital gap ... 9.5 eV
HOMO energy ... -8.6 eV
SMILES string ... CC/C(C)=C/N.O



No. 2
Here is C17H33AsO3PtSSi2 as an isolated structure in a non-equilibrium geometry from OMol25. Energies are from ωB97M-V/def2-TZVPD.

Last column: Löwdin charge in e.
Cartesian coordinates (Å):
Pt -0.840 0.363 0.273  0.502
C -2.856 -3.664 4.632  -0.034
O -3.364 -4.150 3.350  -0.062
C -3.402 -3.264 2.327  -0.287
C -3.958 -3.736 1.113  -0.012
C -3.676 -3.055 -0.049  -0.043
C -3.256 -1.714 -0.014  -0.096
C -2.886 -1.057 -1.277  -0.398
C -3.506 -1.603 -2.505  -0.023
O -2.167 -0.035 -1.343  -0.198
C -2.784 -1.172 1.277  -0.369
O -2.482 0.090 1.448  -0.278
C -2.832 -2.016 2.384  0.030
H -3.024 -4.412 5.364  0.078
H -3.480 -2.857 4.898  0.085
H -1.818 -3.527 4.650  0.080
H -4.428 -4.708 1.136  0.108
H -3.833 -3.491 -1.013  0.093
H -2.743 -2.031 -3.243  0.120
H -3.889 -0.794 -3.127  0.090
H -4.277 -2.337 -2.339  0.060
H -2.412 -1.728 3.309  0.096
C 1.992 1.386 2.161  -0.354
S 0.274 0.727 2.228  0.648
C -0.646 2.184 2.928  -0.352
H 2.081 2.199 2.871  0.035
H 2.211 1.666 1.132  -0.033
H 2.687 0.580 2.485  0.049
H -0.585 3.142 2.335  0.054
H -0.169 2.351 3.954  0.052
H -1.688 1.844 3.075  0.029
C 3.472 3.387 -0.631  -0.207
Si 1.820 3.123 -1.657  0.260
C 0.521 4.269 -1.088  -0.258
C 2.201 3.656 -3.442  -0.237
As 0.734 1.002 -1.402  0.776
Si 2.288 -0.767 -1.656  0.345
C 2.100 -1.291 -3.471  -0.263
C 4.140 -0.312 -1.019  -0.182
C 1.573 -1.969 -0.286  -0.261
H 3.182 3.431 0.442  0.015
H 3.772 4.372 -0.940  0.007
H 4.394 2.755 -0.789  0.037
H 0.015 4.873 -1.880  0.050
H 1.183 4.893 -0.453  0.033
H -0.324 3.813 -0.531  0.020
H 2.984 3.044 -3.871  0.010
H 2.443 4.735 -3.432  0.034
H 1.279 3.526 -4.056  0.035
H 2.657 -0.755 -4.315  0.053
H 1.009 -1.252 -3.714  0.021
H 2.424 -2.343 -3.413  0.013
H 4.838 -0.263 -1.885  0.033
H 4.428 -1.090 -0.379  -0.012
H 4.101 0.643 -0.552  -0.042
H 0.527 -2.098 -0.408  -0.031
H 1.824 -1.594 0.764  0.030
H 2.171 -2.970 -0.356  0.054

E_LUMO (spin up / spin down) ... 0.5 / -1.4 eV
⟨S²⟩ ... 2.013
2S+1 ... 3
E_tot ... -4225.458923 a.u.
Frontier orbital gap (spin up / spin down) ... 5.4 / 5.9 eV
HOMO energy (spin up / spin down) ... -4.9 / -7.3 eV



Asked for ΔE to the lowest compared entry with this formula, charge and spin across the records above, the calculation gives 220.5, 134.4 kJ/mol in order.